Entry 1:
Molecular formula: C36H66AsBN6PdS3Si3
Method: DFT, wB97M-V/def2-TZVPD

The geometry in XYZ format:
```
117
Properties=species:S:1:pos:R:3
Pd -0.7653 0.0165 -1.4147
C 3.1629 3.3703 -1.3259
C 2.2305 2.9690 -0.2318
C 2.0794 3.6725 0.9280
C 1.1679 3.2516 1.9333
N 0.4632 2.1595 1.7847
N 0.6201 1.4688 0.6519
B -0.0096 0.0771 0.5704
N -1.1712 -0.2162 1.5459
N -0.7291 -0.5538 2.7634
C -1.5960 -0.8824 3.6823
C -2.9864 -0.8385 3.4073
C -3.4407 -0.5158 2.1630
C -4.8900 -0.4925 1.8083
C -2.4548 -0.2354 1.1743
S -2.8922 0.0333 -0.4675
C -1.0107 -1.3658 5.0006
C -0.4055 -2.7543 4.7366
C -2.0765 -1.4706 6.0897
C 0.0932 -0.4067 5.4529
N 1.0775 -1.0027 0.7391
N 2.0905 -0.6736 1.5485
C 2.9520 -1.6023 1.8639
C 2.8029 -2.9273 1.3721
C 1.7862 -3.2547 0.5269
C 1.5978 -4.6201 -0.0455
C 0.8971 -2.1980 0.1783
S -0.4044 -2.3792 -0.9274
C 4.0908 -1.2282 2.7931
C 3.9046 -2.0046 4.1041
C 5.4235 -1.6183 2.1420
C 4.0850 0.2707 3.0848
C 1.4162 1.8149 -0.3656
S 1.3947 0.8262 -1.7898
C 0.9721 4.0725 3.1950
C 0.0855 3.3312 4.1916
C 2.3380 4.3479 3.8404
C 0.3074 5.3977 2.7942
H 3.7036 4.2750 -1.0593
H 2.6116 3.5468 -2.2507
H 3.8840 2.5762 -1.5278
H 2.6486 4.5788 1.0821
H -3.6942 -1.0764 4.1877
H -5.5038 -0.6237 2.6961
H -5.1180 -1.2915 1.1005
H -5.1587 0.4488 1.3282
H -1.1673 -3.4667 4.4152
H 0.0492 -3.1376 5.6502
H 0.3648 -2.6967 3.9653
H -2.8230 -2.2332 5.8654
H -2.5840 -0.5189 6.2556
H -1.6007 -1.7543 7.0276
H 0.8641 -0.3172 4.6876
H 0.5499 -0.7839 6.3677
H -0.3063 0.5876 5.6580
H 3.5161 -3.6850 1.6683
H 2.2307 -5.3423 0.4644
H 1.8536 -4.6219 -1.1067
H 0.5585 -4.9380 0.0373
H 3.8891 -3.0830 3.9407
H 2.9759 -1.7188 4.5996
H 4.7317 -1.7857 4.7788
H 5.5148 -2.6951 2.0000
H 6.2461 -1.3063 2.7849
H 5.5489 -1.1311 1.1740
H 3.1526 0.5806 3.5551
H 4.2136 0.8543 2.1716
H 4.9084 0.5044 3.7595
H 0.5136 2.3613 4.4501
H -0.9137 3.1622 3.7936
H -0.0023 3.9238 5.1020
H 2.8753 3.4200 4.0431
H 2.1892 4.8631 4.7888
H 2.9712 4.9866 3.2244
H -0.6684 5.2239 2.3394
H 0.9201 5.9645 2.0916
H 0.1638 6.0167 3.6797
C -3.6746 -2.0131 -5.7400
Si -2.6800 -2.3706 -4.1986
C -1.4039 -3.7158 -4.4166
C -3.7749 -2.6364 -2.7142
As -1.4156 -0.3454 -3.8751
Si 0.4956 -0.3472 -5.3360
C 1.7277 -1.5174 -4.5496
C 1.1508 1.3942 -5.4827
C -0.1653 -0.9806 -6.9669
Si -2.6661 1.7052 -4.1050
C -2.7048 2.0219 -5.9475
C -1.6950 2.9945 -3.1631
C -4.3911 1.4254 -3.4396
H -4.3492 -2.8507 -5.9308
H -3.0447 -1.8875 -6.6202
H -4.2918 -1.1210 -5.6262
H -1.8874 -4.6926 -4.3476
H -0.6339 -3.6722 -3.6443
H -0.9206 -3.6572 -5.3921
H -4.3390 -3.5593 -2.8690
H -4.4929 -1.8265 -2.5845
H -3.2115 -2.7389 -1.7867
H 1.6469 -1.5382 -3.4614
H 2.7445 -1.2095 -4.7996
H 1.5871 -2.5352 -4.9140
H 1.5896 1.7328 -4.5457
H 0.3980 2.1171 -5.7951
H 1.9369 1.3939 -6.2416
H -0.4359 -2.0349 -6.9070
H 0.6138 -0.8857 -7.7265
H -1.0322 -0.4212 -7.3181
H -1.7343 1.9440 -6.4352
H -3.0766 3.0360 -6.1146
H -3.3928 1.3352 -6.4425
H -0.6463 3.0123 -3.4667
H -1.7433 2.8201 -2.0849
H -2.1213 3.9815 -3.3598
H -4.7004 0.3816 -3.4888
H -5.0955 2.0009 -4.0445
H -4.4861 1.7548 -2.4061
```

Net charge = +2
Max |F| = 0.5 eV Å⁻¹
2S+1 = 3
LUMO level (alpha / beta) = -5.32 / -7.84 eV
HOMO (alpha / beta) = -12.8 / -13.2 eV
Molecular weight = 955.58 g/mol
Total energy = -6191.2130 Ha

Atomic partial charges in e from the Mulliken method, atoms 1 to 2:
1. Pd -0.159
2. C -1.762

Entry 2:
Molecular formula: C36H66B2F10N13O4S2
Method: DFT, wB97M-V/def2-TZVPD

The geometry in XYZ format:
```
133
Properties=species:S:1:pos:R:3
C 5.3065 2.7475 5.1692
C 3.8019 3.0280 5.2918
N 3.1410 2.9068 3.9774
C 1.7955 2.8588 3.6769
C 1.7294 2.7976 2.3224
N 2.9681 2.9197 1.7836
C 3.8456 3.0467 2.8102
C 3.3883 3.0548 0.3400
H 5.5496 1.8013 4.6797
H 5.6914 2.7297 6.1706
H 5.7999 3.5327 4.6046
H 3.6165 3.9916 5.7390
H 3.3787 2.2561 5.9664
H 1.0390 2.6019 4.3702
H 0.8987 2.4627 1.7030
H 4.8616 3.3562 2.6994
H 4.3952 2.6743 0.2371
H 3.4245 4.1666 0.0412
H 2.7586 2.4380 -0.3097
C 2.0084 -5.0170 7.6202
C 1.6387 -4.3737 6.3190
N 0.6780 -3.3321 6.3228
C 0.0802 -2.9124 5.2065
C -0.7936 -1.9028 5.5317
N -0.4815 -1.6327 6.8330
C 0.3451 -2.5428 7.3278
C -1.1840 -0.5655 7.4531
H 1.2086 -5.6722 8.0065
H 2.2727 -4.3723 8.4586
H 2.8747 -5.6323 7.4589
H 1.1813 -5.1438 5.6956
H 2.5271 -3.9313 5.8686
H 0.1575 -3.4167 4.2730
H -1.3512 -1.3024 4.7841
H 0.7445 -2.6959 8.2806
H -2.2165 -0.6651 7.2363
H -0.8208 0.4266 7.2359
H -0.9420 -0.7916 8.5378
C -4.6911 2.8611 0.6336
C -4.3734 3.3922 -0.7674
N -3.0503 4.0380 -0.9954
C -2.9433 5.2875 -1.6074
C -1.5969 5.4527 -1.8114
N -0.9231 4.2835 -1.3276
C -1.8358 3.4777 -0.8399
C 0.5278 4.1418 -1.1124
H -5.5204 2.1571 0.6262
H -4.9561 3.7482 1.2382
H -3.7977 2.3111 1.0199
H -5.1185 4.1199 -1.1371
H -4.4182 2.4986 -1.4345
H -3.7532 5.9373 -1.6057
H -1.0795 6.2130 -2.3887
H -1.6993 2.5884 -0.2928
H 0.7847 4.8574 -0.3152
H 1.0093 4.3981 -2.0499
H 0.7457 3.0831 -0.8945
C 4.0377 0.0409 -2.4414
C 4.2885 -0.7466 -1.0893
N 3.3854 -1.8654 -0.7931
C 3.6848 -3.1938 -1.0230
C 2.6086 -3.9075 -0.6035
N 1.6935 -3.0094 -0.0918
C 2.1614 -1.7965 -0.2302
C 0.3957 -3.2502 0.5449
H 3.1908 0.7155 -2.3890
H 3.8702 -0.6606 -3.2608
H 4.8617 0.6863 -2.7192
H 4.2562 -0.0969 -0.2111
H 5.2702 -1.1318 -1.1055
H 4.7722 -3.4061 -1.1124
H 2.4987 -4.9660 -0.5408
H 1.6872 -0.8384 -0.1019
H 0.0572 -4.2736 0.3942
H -0.3384 -2.4818 0.3081
H 0.5406 -3.0954 1.6052
C -7.9453 3.5035 -4.7830
C -7.3240 2.1270 -5.0005
N -5.8686 2.0776 -4.7171
C -5.2190 1.2055 -3.8787
C -3.8854 1.4649 -4.0166
N -3.7382 2.4400 -4.9418
C -4.9419 2.7528 -5.4186
C -2.4081 2.9792 -5.2569
H -7.3312 4.2973 -5.1933
H -7.9197 3.7090 -3.6898
H -9.0326 3.4444 -5.0810
H -7.5180 1.8333 -6.0642
H -7.7844 1.4593 -4.2934
H -5.7634 0.3777 -3.3856
H -3.0557 1.0874 -3.5301
H -5.1285 3.4506 -6.1792
H -2.2747 3.1767 -6.2898
H -1.6427 2.2925 -4.8878
H -2.3218 3.9755 -4.8495
C 2.3482 -5.0474 -5.8557
C 1.0344 -4.5963 -6.4302
N 0.2298 -3.9851 -5.3671
C 0.3248 -2.7449 -4.7771
C -0.6681 -2.6028 -3.8453
N -1.3323 -3.7929 -3.8755
C -0.7217 -4.6292 -4.7016
C -2.2576 -4.3580 -2.8732
H 2.8724 -5.7130 -6.5471
H 2.1417 -5.7137 -5.0309
H 3.0851 -4.3097 -5.5130
H 0.4211 -5.3233 -6.9167
H 1.1617 -3.8286 -7.1864
H 1.0820 -2.0783 -5.0561
H -0.8983 -1.7604 -3.2860
H -1.0352 -5.6650 -4.9766
H -3.0014 -3.6211 -2.5230
H -1.6494 -4.7070 -2.0259
H -2.6530 -5.1794 -3.3785
B -2.7723 -0.7114 -1.1795
F -3.3925 -1.4638 -0.2628
F -1.3435 -1.0848 -1.0161
F -3.1556 -1.0563 -2.4864
F -2.8595 0.7013 -0.9394
B 0.7693 1.0031 -2.7549
F -0.5686 1.4351 -3.0303
F 0.9729 -0.2606 -3.1656
F 1.5966 1.8293 -3.4945
F 1.0585 1.1221 -1.3672
N 3.7369 -0.2492 4.5862
S 3.0478 -0.5198 6.0244
O 3.0612 -1.9271 6.4290
O 1.7780 0.2088 6.0657
F 3.9463 0.1503 6.7341
S 3.2320 -1.0491 3.3195
O 2.2586 -0.3578 2.5496
O 3.1131 -2.4258 3.4356
F 4.5899 -0.8069 2.3749
```

Energy above the lowest of the compared OMol25 structures with the same formula, charge and spin = 1.524 eV
Net charge = +3
Max |F| = 16.9 eV Å⁻¹
LUMO level = -5.22 eV
HOMO = -14.9 eV
Molecular weight = 1020.75 g/mol
Total energy = -4268.4783 Ha

Atomic partial charges in e from the Mulliken method, atoms 1 to 2:
1. C -1.558
2. C -0.059